{
  "formula": "C31H31Cl2N2O5SSeW",
  "method": "ωB97M-V with the def2-TZVPD basis set",
  "elements": ["W", "C", "C", "N", "C", "C", "N", "C", "O", "O", "C", "O", "O", "H", "H", "H", "H", "H", "Cl", "C", "C", "C", "C", "C", "Cl", "C", "S", "H", "H", "H", "C", "C", "C", "C", "C", "C", "Se", "C", "C", "C", "H", "H", "H", "H", "H", "H", "H", "H", "H", "H", "H", "C", "C", "C", "C", "C", "C", "C", "O", "C", "C", "C", "H", "H", "H", "H", "H", "H", "H", "H", "H", "H", "H", "H"],
  "coordinates": [[-0.075, 0.257, -1.351], [3.512, 0.573, -2.974], [3.122, -0.521, -2.053], [1.976, -0.640, -1.399], [2.033, -1.809, -0.703], [3.218, -2.430, -0.917], [3.896, -1.592, -1.774], [3.854, -3.704, -0.495], [3.171, -4.464, 0.348], [4.951, -3.971, -0.909], [0.825, -2.217, 0.026], [0.814, -3.192, 0.757], [-0.209, -1.439, -0.185], [3.119, 1.522, -2.609], [3.102, 0.388, -3.969], [4.594, 0.655, -3.053], [4.823, -1.800, -2.122], [2.291, -4.064, 0.560], [0.411, 2.671, -1.850], [-0.941, 3.579, -1.134], [-0.820, 4.955, -1.133], [-1.849, 5.691, -0.568], [-2.946, 5.039, -0.024], [-3.017, 3.656, -0.052], [-4.413, 2.907, 0.656], [-2.010, 2.870, -0.619], [-2.159, 1.099, -0.668], [0.047, 5.433, -1.564], [-1.795, 6.770, -0.548], [-3.755, 5.596, 0.425], [-4.440, -3.826, -1.687], [-3.377, -2.905, -2.205], [-2.060, -3.322, -2.318], [-1.072, -2.478, -2.803], [0.275, -3.084, -3.077], [-1.402, -1.132, -3.098], [-0.088, 0.060, -3.803], [-2.775, -0.735, -3.101], [-3.234, 0.588, -3.642], [-3.719, -1.619, -2.631], [-4.016, -4.731, -1.257], [-5.113, -4.117, -2.496], [-5.045, -3.330, -0.928], [-1.797, -4.335, -2.044], [0.221, -3.614, -4.031], [0.536, -3.821, -2.318], [1.069, -2.348, -3.165], [-3.395, 0.497, -4.718], [-2.510, 1.386, -3.484], [-4.179, 0.872, -3.181], [-4.756, -1.309, -2.593], [2.098, 0.503, 6.824], [1.633, 0.712, 5.415], [2.505, 0.515, 4.347], [2.105, 0.686, 3.036], [3.114, 0.476, 1.945], [0.762, 1.072, 2.801], [0.214, 1.225, 1.500], [0.801, 0.954, 0.417], [-0.140, 1.301, 3.882], [-1.571, 1.734, 3.680], [0.319, 1.107, 5.168], [3.170, 0.332, 6.875], [1.594, -0.360, 7.263], [1.850, 1.366, 7.442], [3.529, 0.229, 4.552], [4.113, 0.457, 2.376], [3.067, 1.250, 1.182], [2.949, -0.480, 1.443], [-0.814, 1.583, 1.418], [-2.144, 1.025, 3.082], [-1.630, 2.706, 3.187], [-2.065, 1.824, 4.644], [-0.352, 1.265, 6.002]],
  "de_lowest_kcal_mol": 0.0,
  "orbital_gap_ev": [6.68, 6.68],
  "charge": 1,
  "total_energy_ha": -5472.65253,
  "multiplicity": 1
}